Record 1
Computed, not measured: 2 unconnected molecules or ions with the total composition C3H7O, with ωB97M-V/def2-TZVPD.

net charge: -1
total energy: -193.6953 Eh
E_HOMO: -1.14 eV
spin multiplicity: 1
LUMO: 0.18044 Ha
energy relative to the best compared isomer or geometry (same formula, charge and spin): 22.4 kcal per mole
orbital gap: 6.050 eV

CARTESIAN COORDINATES (ANGSTROEM)
O: 1.051531 -1.846595 0.839242
H: 1.277128 -1.273113 0.088999
C: -0.331016 1.441699 0.708966
C: -0.825282 0.665182 -0.317713
C: -0.177419 0.205272 -1.466220
H: -0.948931 1.726751 1.553493
H: 0.291062 -1.337186 1.172821
H: 0.737031 1.611388 0.802090
H: -1.897787 0.462511 -0.249789
H: -0.536240 -0.700268 -1.942221
H: 0.857382 0.486289 -1.647672

Forces on the atoms, in the same order (eV/Å):
O -0.202 0.361 0.157
H -0.121 -0.145 -0.152
C 0.012 -0.169 0.356
C 0.114 0.398 -0.170
C -0.023 -0.270 0.174
H -0.045 0.086 -0.092
H 0.238 -0.146 -0.037
H 0.033 0.132 -0.025
H 0.011 -0.321 0.041
H -0.113 0.153 -0.284
H 0.096 -0.079 0.031



Record 2
Computed, not measured: a gas-phase ion, C3H5O2S2 (charge -1) at a distorted geometry, with ωB97M-V/def2-TZVPD.

SMILES: O=C([O-])CCSS
net charge: -1
total energy: -1064.2312 Eh
E_HOMO: -4.10 eV
spin multiplicity: 1
LUMO: 0.10167 Ha
energy relative to the best compared isomer or geometry (same formula, charge and spin): 4.7 kcal per mole
orbital gap: 6.864 eV

CARTESIAN COORDINATES (ANGSTROEM)
C: 0.883047 -0.139761 0.067157
C: 1.664993 0.564534 1.260657
O: 2.604112 -0.122354 1.706471
O: 1.230063 1.679891 1.591420
C: -0.599343 0.003144 0.277785
S: -1.722418 -1.223490 -0.486812
S: -2.079063 -0.902412 -2.488774
H: 1.273398 0.333703 -0.834165
H: 1.274124 -1.149635 -0.037885
H: -0.826357 -0.302613 1.299199
H: -0.929277 1.017439 0.081550
H: -2.773280 0.241554 -2.436603

Forces on the atoms, in the same order (eV/Å):
C 1.144 0.317 -0.010
C -0.251 -0.978 -0.566
O 0.187 0.320 0.222
O -0.039 0.361 0.175
C 0.229 -0.579 -0.629
S -0.396 -0.129 0.063
S 0.560 0.144 -0.024
H -0.463 0.397 -0.250
H -0.501 -0.319 0.412
H -0.083 0.392 0.283
H -0.186 0.015 0.225
H -0.200 0.059 0.099



Record 3
Computed, not measured: a gas-phase ion, C3HClFO2 (charge -1) at a distorted geometry, with ωB97M-V/def2-TZVPD.

SMILES: O=C([O-])/C(Cl)=C/F
net charge: -1
total energy: -825.4978 Eh
E_HOMO: -4.48 eV
spin multiplicity: 1
LUMO: 0.13851 Ha
energy relative to the best compared isomer or geometry (same formula, charge and spin): 9.4 kcal per mole
orbital gap: 8.252 eV

CARTESIAN COORDINATES (ANGSTROEM)
C: 0.872263 0.803141 -0.087315
C: -0.299284 0.230451 0.052907
C: -0.553246 -1.307599 0.077784
O: 0.367296 -1.940795 0.553730
O: -1.598758 -1.554407 -0.456493
F: 0.968959 2.162040 -0.155694
Cl: -1.670836 1.174228 0.298102
H: 1.913608 0.432940 -0.283022

Forces on the atoms, in the same order (eV/Å):
C 1.845 0.465 -0.746
C 0.888 -0.924 0.557
C 1.414 2.546 -0.143
O 1.400 -1.706 0.850
O -2.788 -1.745 -1.135
F -0.043 0.686 0.090
Cl -1.101 1.123 0.084
H -1.616 -0.446 0.442



Record 4
Computed, not measured: 19 unconnected molecules or ions with the total composition H37O19 at a distorted geometry, with ωB97M-V/def2-TZVPD.

total energy: -1451.5398 Eh
E_HOMO (alpha / beta): -10.61 / -10.61 eV
spin multiplicity: 2
LUMO (alpha / beta): -0.03292 / -0.22956 Ha
energy relative to the best compared isomer or geometry (same formula, charge and spin): 23.0 kcal per mole
orbital gap (alpha / beta): 9.715 / 4.362 eV
expectation value of S²: 0.754

CARTESIAN COORDINATES (ANGSTROEM)
O: 0.283130 -0.850236 1.922408
H: -2.455437 1.583393 1.218720
H: -0.569977 -0.605133 2.295780
O: -1.902301 -0.896410 -0.148478
H: 2.597367 1.378092 2.097297
H: -1.807754 -1.607767 0.485900
O: 3.274542 -1.063506 0.668928
H: -0.952700 -3.194511 1.706666
H: 2.274083 -4.393934 -1.080980
O: 1.308818 -3.823580 1.558480
H: 0.821216 -3.955958 2.374637
H: 0.742536 -3.819748 0.787900
O: 1.394743 1.410418 0.814408
H: 0.697433 0.003661 2.071398
H: 3.762752 0.417764 2.179120
O: -3.582634 1.723585 -2.013169
H: -3.508925 2.432625 -2.663242
H: -3.291906 0.931335 -2.465587
O: 2.097345 -3.625352 -1.630374
H: 1.582820 1.771555 -0.080951
H: 2.013540 -2.874091 -1.042732
O: -1.559004 -3.927577 1.866170
H: -0.667450 1.073227 -1.338168
O: -0.438401 3.414302 0.981791
H: -2.937698 -0.658574 -4.279602
H: 0.374763 2.905154 1.045146
O: 2.166840 4.448044 1.475399
H: 2.299465 3.825327 0.760773
H: 2.016442 3.944506 2.279217
O: -1.098681 -4.575510 -2.617372
H: -0.983676 -3.633971 -2.425385
H: -0.634707 -5.018162 -1.905523
O: 3.278248 1.076176 2.692085
H: 2.350002 -1.222959 0.885773
H: -1.817084 1.657959 -2.200792
O: -2.103326 -1.021949 -4.529011
H: 1.352797 -0.430761 -1.251689
H: -1.302899 -4.512340 1.143519
O: -0.882432 1.766793 -1.955882
H: 3.864163 -1.506505 1.283097
H: -0.367431 4.135472 1.615694
O: -0.050444 -1.743124 -2.775871
H: -0.585635 -1.182892 -2.205380
H: 0.724866 -2.000315 -2.268834
O: 0.702511 -0.504195 -0.531308
H: 1.030921 0.311770 0.026760
H: -1.788219 -1.566328 -3.795610
O: -0.422823 4.395075 -1.601307
H: -0.363621 3.802648 -2.345362
H: -0.188750 3.844495 -0.845206
O: -2.666110 2.220129 1.906287
H: -3.411639 2.744044 1.618555
H: -0.943251 -0.707614 -0.286508
O: 0.126078 2.982496 3.595529
H: -0.452882 2.506707 2.979861
H: 0.600374 2.216248 3.947029

Forces on the atoms, in the same order (eV/Å):
O -0.534 0.458 0.924
H -0.319 0.171 -0.364
H -0.575 -0.567 0.118
O 0.839 0.305 -0.177
H -0.201 0.339 -0.179
H -0.637 -0.400 0.185
O 0.218 0.647 -0.642
H -0.123 0.280 0.405
H 0.136 0.071 0.149
O 1.212 0.164 -0.135
H -0.411 -0.115 -0.246
H -0.351 -0.116 0.205
O 0.450 1.407 -0.169
H 0.710 -0.150 0.075
H -0.092 0.088 -0.023
O -0.082 0.232 -0.031
H -0.253 0.068 -0.018
H -0.445 -0.493 -0.239
O -0.335 -0.022 -0.372
H 0.330 0.561 0.137
H 0.416 0.026 0.582
O 0.300 0.235 -0.394
H -0.216 -0.427 0.122
O -0.323 -0.412 -0.779
H -0.931 0.111 0.227
H 0.024 0.648 0.485
O 0.133 0.431 0.006
H 0.199 0.034 0.004
H -0.001 -0.178 0.201
O -0.262 0.138 0.194
H 0.179 -0.034 -0.296
H 0.147 -0.163 -0.005
O 0.440 -0.172 0.531
H 0.048 -0.569 0.488
H 0.511 0.234 0.755
O 0.784 -0.134 -0.152
H -0.486 -0.281 -0.319
H -0.451 -0.387 0.067
O 0.552 -0.085 -0.547
H -0.378 -0.438 0.123
H 0.311 0.020 0.012
O -0.241 -0.211 -0.274
H 0.211 0.072 0.117
H -0.239 -0.330 -0.199
O 1.942 1.735 -0.218
H -1.275 -2.923 -0.664
H -0.067 0.006 -0.338
O 0.386 0.743 -0.069
H -0.039 -0.277 -0.265
H -0.519 0.209 0.122
O 0.190 -0.471 0.834
H -0.153 -0.014 -0.328
H -0.732 0.001 0.022
O 0.344 -1.164 -0.164
H -0.645 0.687 -0.076
H 0.307 0.413 0.594